(1)
This record from OMol25 describes a 4-piece molecular cluster, C29H69BrClFN3OPSi overall at a distorted geometry. The level of theory is wB97M-V/def2-TZVPD.

Output
Electronic energy: -5150.7748 Ha
Kohn-Sham gap: 8.487 eV
HOMO level: -7.998 eV
LUMO: 0.49 eV
SMILES: C=CCP(F)(Br)(CCO[Si](C)(C)C)C[C@H](C)Cl.CCN(CC)CC.CCN(CC)CC.CCN(CC)CC

The geometry in ORCA input format:
```
! RIJCOSX wB97M-V def2-TZVPD def2/J DEFGRID3
* xyz 0 1
C 5.03 -0.60 2.04
C 4.44 -1.04 0.93
C 3.30 -0.37 0.22
P 1.68 -0.31 1.12
F 1.28 1.04 0.17
Br 2.07 -2.30 2.29
C 0.16 -1.10 0.42
C -1.08 -0.18 0.50
O -2.22 -1.00 0.64
Si -3.50 -0.27 1.45
C -5.10 -1.19 1.05
C -3.73 1.52 0.86
C -3.33 -0.28 3.33
C 1.62 0.70 2.66
C 2.30 2.07 2.54
C 3.36 2.33 3.63
Cl 1.03 3.36 2.71
H 5.30 0.43 2.24
H 5.23 -1.33 2.82
H 4.84 -1.94 0.47
H 3.62 0.64 -0.06
H 3.10 -0.91 -0.71
H -0.03 -2.04 0.92
H 0.34 -1.29 -0.64
H -1.15 0.40 -0.42
H -0.93 0.52 1.33
H -5.94 -0.68 1.51
H -5.06 -2.24 1.34
H -5.24 -1.14 -0.03
H -4.78 1.77 0.93
H -3.13 2.20 1.46
H -3.37 1.57 -0.17
H -3.92 -1.10 3.74
H -2.31 -0.36 3.70
H -3.77 0.65 3.70
H 2.06 0.16 3.49
H 0.58 0.88 2.93
H 2.80 2.23 1.59
H 3.38 3.40 3.83
H 4.33 2.10 3.19
H 3.20 1.74 4.53
C -2.46 -3.42 -4.57
C -3.40 -2.24 -4.77
N -3.75 -1.57 -3.53
C -4.85 -0.64 -3.67
C -4.66 0.59 -4.57
C -2.63 -1.09 -2.74
C -1.64 -0.12 -3.39
H -2.87 -4.12 -3.84
H -2.33 -3.96 -5.51
H -1.47 -3.11 -4.23
H -4.32 -2.62 -5.22
H -2.96 -1.56 -5.51
H -5.15 -0.30 -2.67
H -5.71 -1.20 -4.05
H -4.03 1.34 -4.11
H -5.63 1.06 -4.76
H -4.24 0.32 -5.55
H -2.06 -1.96 -2.39
H -3.01 -0.64 -1.82
H -1.35 -0.44 -4.40
H -0.72 -0.07 -2.80
H -2.03 0.89 -3.45
C -1.17 -4.62 -0.16
C -1.99 -5.52 -1.07
N -1.17 -6.43 -1.86
C -1.90 -7.08 -2.93
C -3.04 -8.03 -2.55
C -0.27 -7.28 -1.10
C -0.87 -8.20 -0.03
H -0.41 -4.07 -0.73
H -1.83 -3.88 0.31
H -0.68 -5.17 0.64
H -2.54 -4.88 -1.76
H -2.74 -6.05 -0.47
H -1.19 -7.61 -3.57
H -2.32 -6.29 -3.57
H -2.67 -8.98 -2.16
H -3.64 -8.26 -3.44
H -3.72 -7.59 -1.82
H 0.47 -6.64 -0.61
H 0.31 -7.88 -1.80
H -1.60 -7.68 0.60
H -0.08 -8.56 0.63
H -1.35 -9.08 -0.46
C 3.61 9.87 1.76
C 4.74 8.85 1.69
N 4.76 7.93 2.82
C 5.99 7.16 2.92
C 6.31 6.17 1.79
C 3.53 7.19 3.05
C 2.99 6.33 1.92
H 3.63 10.41 2.71
H 3.72 10.59 0.96
H 2.63 9.40 1.65
H 5.69 9.40 1.69
H 4.69 8.32 0.73
H 5.99 6.62 3.87
H 6.82 7.87 2.99
H 5.68 5.28 1.84
H 7.34 5.84 1.88
H 6.20 6.62 0.80
H 2.76 7.91 3.33
H 3.66 6.58 3.95
H 3.00 6.84 0.96
H 1.95 6.06 2.13
H 3.54 5.39 1.81
*
```

=====

(2)
This record from OMol25 describes a 8-piece molecular cluster, C29H70BN2O10S overall at a distorted geometry. The level of theory is wB97M-V/def2-TZVPD.

Output
Electronic energy: -2431.6936 Ha
Kohn-Sham gap: 6.046 eV
HOMO level: -3.959 eV
LUMO: 2.09 eV

The geometry in ORCA input format:
```
! RIJCOSX wB97M-V def2-TZVPD def2/J DEFGRID3
* xyz -1 1
B 1.38 -0.77 -1.18
O 0.48 -1.12 -0.05
C -0.32 0.11 0.25
C 0.76 1.25 -0.20
C 0.26 2.75 -0.63
C -1.14 3.23 0.14
C -2.37 2.89 -0.92
C -3.87 2.98 -0.26
S -5.12 1.80 -1.04
C -4.60 0.04 -0.65
N -5.04 -1.19 -1.45
N -4.41 -2.30 -0.88
C -3.60 -1.77 0.28
O -3.70 -0.31 0.49
O 1.13 0.66 -1.53
H 1.30 -1.38 -2.19
H 2.45 -0.85 -0.67
H -1.14 0.05 -0.59
H -0.78 0.14 1.35
H 1.80 1.23 0.38
H 1.13 3.55 -0.52
H 0.01 2.71 -1.79
H -1.24 2.69 1.17
H -1.06 4.39 0.35
H -2.18 1.83 -1.36
H -2.24 3.67 -1.81
H -3.89 2.76 0.90
H -4.28 4.07 -0.49
H -2.94 -2.47 0.96
C 5.83 0.63 -0.66
C 5.43 1.56 0.48
C 6.45 1.53 1.60
O 4.16 1.16 0.99
H 5.89 -0.41 -0.31
H 5.07 0.65 -1.45
H 6.79 0.92 -1.08
H 5.33 2.58 0.10
H 6.54 0.53 2.03
H 6.15 2.20 2.42
H 7.44 1.85 1.24
H 4.24 0.26 1.33
C -2.13 1.28 -4.36
C -1.07 1.98 -5.20
C -0.62 1.10 -6.36
O 0.05 2.30 -4.38
H -1.73 0.36 -3.92
H -2.43 1.92 -3.52
H -3.01 1.04 -4.95
H -1.47 2.92 -5.59
H -0.17 0.17 -5.99
H 0.15 1.61 -6.95
H -1.46 0.85 -7.01
H 0.41 1.46 -4.03
C -0.32 -5.22 0.55
C 0.81 -4.71 -0.33
C 0.37 -4.59 -1.78
O 1.91 -5.61 -0.24
H -0.65 -6.22 0.23
H 0.01 -5.32 1.59
H -1.18 -4.54 0.52
H 1.15 -3.74 0.04
H 0.07 -5.56 -2.18
H 1.20 -4.23 -2.40
H -0.46 -3.89 -1.88
H 1.62 -6.48 -0.56
C -5.92 -5.86 -4.25
C -6.80 -6.06 -3.03
C -7.28 -4.72 -2.47
O -6.07 -6.75 -2.03
H -5.02 -5.28 -4.00
H -5.57 -6.82 -4.64
H -6.46 -5.34 -5.05
H -7.66 -6.67 -3.30
H -6.43 -4.11 -2.16
H -7.90 -4.88 -1.59
H -7.86 -4.17 -3.22
H -5.30 -6.21 -1.78
C 2.76 6.08 -1.97
C 1.86 6.68 -0.89
C 2.35 8.04 -0.46
O 1.82 5.80 0.23
H 3.78 5.94 -1.59
H 2.39 5.09 -2.26
H 2.79 6.72 -2.85
H 0.83 6.76 -1.28
H 3.36 7.98 -0.03
H 1.71 8.46 0.33
H 2.38 8.74 -1.30
H 2.73 5.72 0.58
C -1.56 -3.67 4.54
C -2.61 -4.76 4.56
C -2.59 -5.58 3.28
O -3.90 -4.17 4.72
H -1.73 -2.97 3.71
H -1.59 -3.08 5.46
H -0.55 -4.09 4.43
H -2.44 -5.42 5.42
H -2.81 -4.96 2.41
H -3.37 -6.36 3.31
H -1.62 -6.06 3.14
H -4.06 -3.59 3.96
C 6.02 2.47 5.63
C 5.39 3.68 6.29
C 4.14 3.31 7.06
O 5.06 4.64 5.29
H 5.33 2.01 4.91
H 6.92 2.75 5.07
H 6.31 1.72 6.38
H 6.12 4.15 6.96
H 3.38 2.88 6.40
H 3.69 4.20 7.52
H 4.37 2.59 7.85
H 4.42 4.24 4.68
*
```

=====

(3)
This record from OMol25 describes C29H72CuF6NO31S11 as an isolated structure at a distorted geometry. The level of theory is wB97M-V/def2-TZVPD.

Output
Energy above the lowest of the compared OMol25 structures with the same formula, charge and spin: 0.0 kJ/mol
Electronic energy: -10154.7233 Ha
Kohn-Sham gap (alpha / beta): 10.254 / 6.447 eV
HOMO level (alpha / beta): -12.184 / -12.184 eV
LUMO (alpha / beta): -1.93 / -5.74 eV

The geometry in ORCA input format:
```
! RIJCOSX wB97M-V def2-TZVPD def2/J DEFGRID3
* xyz 1 2
Cu -0.02 2.12 -0.17
C -1.77 -0.84 -2.01
F -2.56 0.23 -2.11
F -1.86 -1.31 -0.77
F -2.17 -1.75 -2.89
S 0.01 -0.33 -2.35
O 0.70 -1.51 -2.77
O -0.10 0.80 -3.24
N 0.55 0.26 -0.83
S 1.55 -0.81 -0.15
O 1.93 -0.20 1.10
O 1.05 -2.16 -0.13
C 3.16 -0.83 -1.19
F 3.16 0.19 -2.03
F 4.15 -0.67 -0.33
F 3.33 -1.95 -1.85
O 3.45 -2.78 1.71
S 3.67 -1.98 2.87
O 4.05 -0.59 2.78
O 2.33 -2.10 3.79
C 1.73 -3.41 3.81
C 0.65 -3.40 4.88
C 4.83 -2.80 3.95
H 2.45 -4.21 3.99
H 1.28 -3.58 2.83
H 0.24 -4.40 4.99
H -0.08 -2.61 4.70
H 1.14 -3.06 5.80
H 4.77 -3.88 3.90
H 4.66 -2.48 4.97
H 5.84 -2.53 3.62
O 3.53 2.90 -2.35
S 2.26 3.56 -2.48
O 1.20 3.32 -1.52
O 2.48 5.13 -2.54
C 1.33 5.99 -2.58
C 1.83 7.38 -2.22
C 1.59 3.23 -4.16
H 0.59 5.70 -1.83
H 0.84 5.97 -3.55
H 2.30 7.30 -1.24
H 1.00 8.08 -2.12
H 2.55 7.76 -2.95
H 1.79 2.22 -4.49
H 2.13 3.88 -4.85
H 0.53 3.48 -4.14
O -1.31 2.97 -1.74
S -2.34 3.84 -2.28
O -3.05 4.71 -1.39
O -1.62 4.70 -3.48
C -2.49 5.66 -4.09
C -2.03 7.07 -3.75
C -3.41 2.79 -3.32
H -3.53 5.68 -3.74
H -2.55 5.47 -5.16
H -2.06 7.19 -2.67
H -2.67 7.82 -4.22
H -1.01 7.31 -4.05
H -4.10 3.44 -3.85
H -3.92 2.19 -2.58
H -2.74 2.27 -3.99
O -6.82 -3.17 3.31
S -7.19 -2.71 2.00
O -7.68 -1.36 1.78
O -5.86 -2.94 1.07
C -5.99 -2.70 -0.32
C -4.75 -3.25 -1.01
C -8.26 -4.00 1.29
H -6.11 -1.63 -0.57
H -6.93 -3.09 -0.72
H -4.77 -3.05 -2.08
H -4.75 -4.34 -0.95
H -3.87 -2.84 -0.53
H -8.71 -4.52 2.12
H -7.56 -4.71 0.85
H -8.96 -3.60 0.56
O -2.13 1.35 0.34
S -3.44 1.67 0.88
O -3.66 2.87 1.65
O -4.45 1.56 -0.36
C -5.82 2.03 -0.17
C -6.01 3.46 -0.54
C -4.00 0.27 1.89
H -6.16 1.79 0.84
H -6.38 1.35 -0.81
H -5.54 3.76 -1.48
H -5.58 4.13 0.20
H -7.07 3.63 -0.75
H -3.34 0.17 2.75
H -3.97 -0.66 1.32
H -5.04 0.40 2.20
O 4.40 -8.03 1.26
S 4.32 -6.59 1.26
O 4.92 -5.89 2.39
O 4.94 -6.08 -0.13
C 5.44 -4.73 -0.23
C 6.26 -4.60 -1.49
C 2.61 -6.04 0.99
H 6.03 -4.53 0.67
H 4.66 -3.97 -0.16
H 7.13 -5.26 -1.47
H 6.61 -3.57 -1.59
H 5.66 -4.80 -2.38
H 1.97 -6.41 1.78
H 2.36 -6.44 0.00
H 2.66 -4.96 0.87
O 2.95 3.26 3.04
S 3.02 3.17 1.60
O 1.93 2.63 0.81
O 3.28 4.69 1.07
C 4.09 5.59 1.86
C 3.44 6.95 1.84
C 4.59 2.41 1.04
H 5.12 5.57 1.49
H 4.18 5.12 2.84
H 3.99 7.74 2.34
H 2.41 6.83 2.19
H 3.36 7.29 0.80
H 4.77 2.80 0.05
H 4.32 1.35 0.99
H 5.33 2.61 1.80
O -0.84 -0.70 2.74
S -0.33 0.60 3.05
O -0.13 1.56 1.97
O -1.43 1.24 4.07
C -1.28 2.62 4.47
C -2.62 3.14 4.98
C 1.17 0.59 4.07
H -1.00 3.21 3.60
H -0.54 2.64 5.27
H -3.06 2.39 5.64
H -3.26 3.34 4.12
H -2.45 4.11 5.44
H 2.04 0.34 3.46
H 0.90 -0.20 4.77
H 1.19 1.53 4.62
O -1.05 -6.91 -3.32
S -0.40 -6.17 -2.26
O -0.71 -6.39 -0.88
O 1.22 -6.45 -2.37
C 1.78 -6.69 -3.68
C 3.27 -6.41 -3.64
C -0.35 -4.41 -2.67
H 1.17 -6.24 -4.47
H 1.71 -7.78 -3.79
H 3.71 -6.57 -4.62
H 3.64 -7.14 -2.92
H 3.52 -5.40 -3.32
H -0.02 -3.83 -1.81
H -1.38 -4.13 -2.86
H 0.29 -4.27 -3.54
*
```